(1)
Formula: C28H34ClN3OPtSi
Source: OMol25
Level of theory: wB97M-V/def2-TZVPD

Structure (XYZ):
```
69
Properties=species:S:1:pos:R:3:forces:R:3
Pt 0.440317 1.505096 -0.320334 -0.62 -0.04 -0.35
Cl 3.813343 4.380462 -3.920790 -0.01 -0.01 0.02
Si 0.363962 -0.455239 -2.989639 0.32 -0.15 -0.31
O -1.455879 0.409957 1.038301 -0.05 0.00 0.11
N -0.468587 0.000974 -1.562092 0.03 0.04 0.26
N 1.044016 -1.762918 2.367285 -0.29 0.06 -0.20
N 1.627466 0.212671 1.004381 -0.10 -0.18 0.34
C 2.866274 4.070213 -2.497614 0.01 0.11 -0.18
C 1.516050 4.326704 -2.517393 0.03 0.04 -0.02
C -3.096590 -1.296999 0.736955 0.03 -0.09 -0.06
C -2.720307 2.619819 3.631094 0.01 0.00 0.01
C -2.088430 -1.834505 -1.770092 -0.06 -0.06 0.05
C 1.363568 3.562192 -0.209249 -0.12 -0.19 0.53
C -3.661704 -2.321283 -0.005998 -0.05 -0.02 0.06
C -4.103822 2.855412 1.684649 -0.02 0.00 -0.04
C 3.499966 3.551040 -1.368505 -0.06 -0.09 0.23
C -3.354625 1.897423 1.020454 0.01 0.03 0.08
C 1.811543 0.677679 -3.312090 0.00 0.12 0.05
C -2.287379 1.305686 1.681903 0.09 -0.04 -0.21
C 0.538198 3.092011 0.899759 0.48 0.41 -0.12
C 0.760884 4.074091 -1.373093 -0.33 -0.36 -0.12
C 1.380265 -0.685653 1.697502 0.21 -0.05 -0.19
C 2.781058 -3.344256 3.069337 0.09 0.02 0.03
C -2.045985 -0.562178 0.224423 0.01 0.12 -0.07
C 0.299053 -2.791143 1.604848 0.03 0.01 0.16
C 1.236005 -3.900520 1.157354 -0.03 -0.03 -0.06
C 2.031763 -4.454353 2.337037 -0.01 -0.08 0.00
C 2.755214 3.289838 -0.243424 0.21 0.05 -0.15
C -3.138042 -2.580885 -1.263916 0.05 0.01 -0.06
C -1.485475 -0.771630 -1.058926 -0.01 0.14 0.19
C -1.965269 1.652490 2.981895 0.01 0.04 0.00
C -0.655347 -0.379278 -4.571484 -0.05 0.03 0.02
C -3.790245 3.223166 2.987398 0.00 -0.01 0.01
C 1.827027 -2.241570 3.506609 -0.02 0.05 0.03
C 1.098720 -2.179942 -2.780378 -0.02 -0.01 -0.06
H -0.196599 -2.297090 0.770704 0.00 -0.06 -0.01
H 2.568453 0.644011 -2.525164 -0.02 -0.04 0.01
H -4.935946 3.323214 1.174417 -0.01 0.01 0.01
H -1.517390 -1.043986 -4.608714 -0.01 -0.03 0.02
H -4.377566 3.975174 3.496100 -0.01 0.01 0.01
H 1.023317 2.923490 1.857693 0.06 0.08 -0.03
H 1.056730 4.722139 -3.411902 -0.04 -0.01 0.00
H 3.304686 -3.737774 3.943084 -0.02 -0.01 0.00
H 1.788167 -2.404610 -3.597251 0.02 -0.02 -0.02
H 1.916344 -3.509408 0.395266 0.02 0.03 0.01
H -1.727030 -2.069848 -2.759637 -0.01 0.01 -0.01
H 0.356409 -2.977302 -2.740915 -0.01 -0.02 0.01
H -0.458694 3.523277 0.985120 0.03 0.04 0.08
H 1.667633 -2.205673 -1.847167 0.04 0.00 0.02
H -3.581704 1.605456 0.003543 0.00 0.00 -0.01
H -3.464107 -1.057777 1.728006 0.00 0.00 0.00
H 1.501984 1.719778 -3.425643 -0.01 -0.04 -0.02
H 2.346763 -1.392429 3.947746 0.03 -0.02 0.00
H -4.486297 -2.896809 0.390735 -0.01 -0.02 0.00
H -0.478827 -3.177068 2.270531 0.02 -0.01 -0.02
H -2.468895 2.899431 4.645873 0.00 0.01 0.01
H 1.349921 -4.955444 3.033069 -0.01 0.03 0.01
H 0.648933 -4.686985 0.678937 0.01 0.00 0.01
H -0.017019 -0.616696 -5.425875 0.02 0.01 -0.02
H 3.539479 -2.915211 2.407272 -0.01 0.01 0.00
H -1.026432 0.639451 -4.708840 0.00 0.02 -0.02
H 1.116252 -2.619245 4.247404 0.02 -0.02 0.00
H 2.735336 -5.213956 1.993562 0.00 0.00 -0.01
H -3.553231 -3.373177 -1.873986 -0.02 -0.02 0.00
H 2.273001 0.358411 -4.249934 0.09 0.05 -0.03
H 3.218650 2.852706 0.631556 0.02 0.04 0.02
H -1.122465 1.171531 3.461568 0.00 0.00 0.00
H -0.296499 4.305677 -1.356831 0.01 0.09 0.01
H 4.559639 3.342171 -1.396494 0.01 -0.01 0.00
```
Forces are in eV/Å.

## Properties
E_HOMO (alpha / beta) (eV): -6.680 / -6.679
Energy above the lowest of the compared OMol25 structures with the same formula, charge and spin (eV): 1.0653
Charge: 0
Spin multiplicity: 1



(2)
Formula: C33H72O15S3
Source: OMol25
Level of theory: wB97M-V/def2-TZVPD

Structure (XYZ):
```
123
Properties=species:S:1:pos:R:3:forces:R:3
S 0.425949 -1.222361 -0.882516 -0.16 -0.43 0.62
S -1.425695 -3.181290 3.323294 0.12 -0.41 -0.20
S -0.935892 -2.074936 -6.130679 0.03 0.14 0.55
O -2.004013 -1.128512 -5.405995 0.71 -0.18 -0.43
O -0.063360 -3.605543 3.293481 -0.14 -0.17 0.12
O -0.909551 -1.752384 -0.983810 0.09 0.27 -0.13
O 3.893624 0.992087 0.862276 -0.20 0.08 0.47
O -3.212433 1.633117 1.326850 -0.07 0.12 -0.03
O -1.431687 -2.257666 -7.455424 0.04 0.07 0.08
O -2.212259 -4.182718 2.359027 0.19 0.75 0.16
O 2.213902 -4.136032 0.176767 0.11 -0.20 0.15
O 0.899021 1.402235 5.291340 -0.26 0.07 0.22
O -0.611793 3.062725 -4.930845 -0.17 -0.12 -0.11
O 0.401988 0.365125 -1.127932 -0.21 -0.63 -0.69
O 0.224224 5.992355 2.406932 -0.08 0.31 -0.05
O -0.656818 -3.198887 -5.283698 -0.11 0.18 -0.25
O -1.725746 -1.812739 3.005696 -0.23 -0.30 0.14
O 1.442903 -1.748732 -1.732202 0.09 0.40 -0.20
C -0.284799 3.832632 3.232891 -0.55 0.25 0.24
C 4.525708 2.334233 -1.007315 0.16 -0.19 0.17
C -3.040742 -0.442104 -3.392690 -0.21 -0.02 -0.03
C -3.746367 0.586885 2.123491 0.02 -0.24 0.38
C 1.557102 2.687668 -5.835566 0.54 0.44 0.28
C 3.402435 1.476884 -0.385296 0.33 0.34 -0.65
C 2.249031 1.058409 5.610316 -0.07 -0.15 -0.36
C -4.506348 -4.813821 2.056895 -0.03 -0.65 -0.35
C -1.706521 -0.769421 -4.040598 -0.63 0.22 0.81
C 2.858484 -4.947511 1.154170 -0.06 -0.14 0.07
C 0.760707 5.123465 1.437524 -0.30 -0.68 -0.48
C 0.271292 3.716712 1.816958 -0.08 -0.57 -0.48
C 0.539045 2.945506 -6.942289 -0.31 0.05 -0.31
C -5.239123 0.884386 2.225927 -0.06 -0.01 -0.41
C -0.733869 1.094412 -0.624224 -0.48 -0.10 1.47
C 2.670130 0.025279 4.560145 0.31 0.37 0.35
C 0.743326 2.816728 -4.532844 -0.64 -0.51 -0.24
C 3.366174 -6.203577 0.418064 -0.67 -0.39 0.18
C -0.566317 3.687122 -6.208132 0.07 0.47 0.35
C -5.538525 1.634718 0.908337 -0.45 -0.45 -0.08
C -2.168592 -3.633413 4.871947 -0.25 0.29 0.08
C -0.995324 2.371738 -1.371060 0.37 0.30 0.34
C 0.342825 0.431784 4.412004 0.21 -0.44 -0.43
C 2.804352 -6.040590 -1.008156 0.28 0.05 0.25
C -3.480582 -3.737739 1.800813 -0.30 -0.02 0.07
C -4.163617 1.811671 0.275951 0.32 0.40 0.07
C 1.363071 -0.703850 4.331241 -0.38 -0.35 -0.37
C 5.271685 1.341166 0.990689 0.03 -0.21 -0.07
C 0.062700 5.275846 3.625603 0.65 -0.36 0.11
C 1.681776 -5.043791 -0.793445 0.08 0.88 -0.19
C 5.383766 2.637710 0.221483 -0.18 0.13 -0.13
C 0.903381 -1.319522 0.820899 -0.14 1.13 -0.34
C 0.538275 -1.074267 -6.175150 -0.23 -0.32 -0.29
H 2.474150 -6.979526 -1.447945 0.03 -0.01 -0.03
H -0.347188 4.755796 -6.061165 0.22 -0.05 -0.17
H 1.795769 -0.701074 0.940384 0.22 -0.35 -0.03
H 3.661780 -4.394653 1.640625 -0.07 0.23 -0.15
H -0.207457 3.109477 -1.196946 0.23 -0.19 -0.33
H 0.951970 3.507350 -7.779769 0.01 0.02 0.04
H 2.285007 0.615167 6.611161 0.02 0.06 0.04
H -6.182443 1.067168 0.232121 0.01 -0.08 0.13
H -1.545861 3.643517 -6.680627 -0.03 -0.29 0.07
H 0.100948 -0.810142 1.358199 -0.09 -0.32 0.14
H 1.248252 -1.673440 -6.744303 0.05 0.05 0.04
H 0.918344 -0.907360 -5.171240 -0.09 0.01 0.07
H 0.080088 3.056313 3.900107 0.34 0.32 0.19
H -0.522565 1.260518 0.438065 0.06 0.47 -0.12
H -5.429342 1.549137 3.066099 -0.05 -0.13 0.11
H -2.976930 -0.398728 -2.304916 0.29 0.05 -0.04
H -0.527016 3.384806 1.152531 0.01 0.15 -0.06
H 4.443629 -6.338651 0.464989 0.04 0.10 -0.11
H 2.341807 3.447904 -5.869289 -0.09 0.04 0.02
H 2.085741 1.737703 -5.903547 -0.23 -0.13 -0.07
H 4.175642 3.249892 -1.481230 -0.16 -0.11 -0.08
H -3.314415 -3.567620 0.739106 0.03 -0.04 -0.02
H -2.264066 -4.714071 4.917504 0.23 -0.03 -0.03
H 6.394507 2.982657 0.010921 0.04 -0.14 -0.05
H -1.575927 -3.248138 5.698563 0.14 0.00 -0.11
H 1.010125 5.298103 4.181292 -0.04 0.03 0.05
H -3.776643 -1.212303 -3.626093 0.05 -0.02 -0.08
H 1.133756 -1.470805 5.075329 0.24 0.14 0.21
H -3.412005 0.515646 -3.760178 -0.06 -0.04 0.00
H -1.157451 2.214100 -2.435597 -0.02 0.06 -0.01
H 0.323781 -0.153834 -6.709032 -0.03 0.08 0.05
H -3.162876 -3.188656 4.922492 0.03 0.03 -0.11
H -5.421046 -4.655841 1.483485 0.02 0.29 0.07
H 4.863603 3.410525 0.795097 0.18 0.05 0.10
H -0.695613 5.784655 4.215186 -0.06 -0.02 -0.03
H -3.777309 -2.790751 2.251767 0.12 0.02 0.00
H -3.264518 0.567850 3.100838 0.19 0.23 -0.10
H 2.516447 2.102629 -0.248717 -0.12 -0.26 0.30
H 0.371603 5.387502 0.450668 -0.07 0.31 0.12
H -1.217052 -1.589350 -3.518916 0.03 -0.08 -0.15
H -1.640727 0.489137 -0.559903 0.21 -0.31 -0.61
H 5.867216 0.522793 0.567107 0.19 0.19 -0.12
H 1.303308 -1.214722 3.372481 0.11 0.02 0.00
H -6.076173 2.556553 1.123408 0.30 0.20 -0.14
H 2.840632 1.973474 5.597750 0.04 -0.01 0.03
H 1.446503 -4.422497 -1.657594 -0.01 -0.19 -0.09
H -4.026651 2.800940 -0.159751 0.12 0.00 0.06
H 0.101785 2.032454 -7.348082 0.15 -0.13 0.05
H -3.533282 -0.390032 1.670649 -0.13 0.05 -0.20
H 3.575946 -5.592695 -1.634679 -0.15 -0.01 -0.19
H 3.156929 0.627585 -1.025143 -0.17 0.04 0.01
H 1.852774 5.161570 1.339604 0.06 0.16 0.47
H 0.187413 0.886877 3.424564 0.04 0.03 0.02
H -0.627039 0.048542 4.735300 -0.01 0.32 0.32
H -3.957444 1.068406 -0.503423 -0.22 -0.07 -0.03
H 2.121339 -5.216778 1.919092 0.07 -0.04 0.06
H 2.993840 0.504555 3.632410 -0.07 0.10 0.03
H -4.770561 -4.932977 3.107046 0.07 0.19 0.05
H 0.746643 -5.484079 -0.426867 0.11 -0.23 0.09
H 1.030692 -2.353429 1.119727 0.03 -0.07 -0.10
H 5.550549 1.437171 2.040271 -0.29 -0.04 0.08
H 1.053239 3.623821 -3.866124 0.31 -0.02 -0.07
H -1.082654 0.127857 -4.002087 0.19 -0.13 -0.28
H 0.714673 1.870853 -3.988494 0.19 0.14 0.22
H -5.844905 -0.017042 2.314888 0.03 0.02 0.19
H 3.511386 -0.564528 4.925914 -0.16 -0.24 -0.05
H -4.122480 -5.776764 1.709316 0.07 0.06 0.07
H -1.371541 3.716377 3.244456 0.01 0.03 -0.25
H 2.897979 -7.077700 0.878278 0.21 -0.05 0.02
H 5.076271 1.745358 -1.743317 0.09 0.09 0.01
H 1.055921 2.960916 1.715355 0.11 0.12 0.19
H -1.867711 2.843340 -0.920319 -0.23 -0.18 -0.14
```
Forces are in eV/Å.

## Properties
E_HOMO (eV): -9.438
SMILES: CCOS(C)(=O)=O.CCOS(C)(=O)=O.CCOS(C)(=O)=O.C1CCOC1.C1CCOC1.C1CCOC1.C1CCOC1.C1CCOC1.C1CCOC1
Energy above the lowest of the compared OMol25 structures with the same formula, charge and spin (eV): 0.0000
Charge: 0
Spin multiplicity: 1



(3)
Formula: C32H28Br2IrN2O7
Source: OMol25
Level of theory: wB97M-V/def2-TZVPD

Structure (XYZ):
```
72
Properties=species:S:1:pos:R:3:forces:R:3
Ir 0.717313 -1.568452 -0.352647 0.01 -0.03 0.12
Br 4.918968 -1.223794 5.133680 0.00 0.00 0.00
Br 5.732752 -0.860790 -0.427589 0.00 0.00 -0.01
O -1.347153 -1.670997 -0.076697 0.04 -0.04 0.04
O -2.975942 0.839690 -0.017126 -0.03 -0.01 0.02
O 0.621705 0.360448 0.051245 -0.05 0.03 -0.01
O 0.880927 -3.636732 -0.825118 0.02 -0.09 -0.01
O 0.555934 -1.246280 -2.350450 0.00 0.03 -0.07
O 2.075517 4.772247 -0.633696 -0.02 0.00 0.00
O 2.709897 -1.476537 -0.433386 0.02 0.02 -0.04
N 1.096769 -1.888271 1.569974 -0.04 -0.05 0.00
N -4.106499 -1.417530 -1.203927 0.01 0.01 0.01
C -1.908517 -0.790627 3.462614 0.01 0.01 0.02
C 5.037809 -1.102789 2.314966 0.01 0.00 0.01
C 1.859644 5.077928 0.742499 0.00 0.01 0.00
C 1.352575 0.999247 -2.196302 -0.04 0.02 -0.05
C 1.016589 -0.201662 -2.896271 0.05 0.01 0.06
C -2.008394 1.517989 -2.131654 -0.01 -0.01 0.01
C 1.097402 1.241150 -0.812787 -0.01 0.03 -0.04
C 1.870708 2.087267 -2.959819 -0.01 -0.02 0.00
C 2.098454 3.318067 -2.438535 -0.02 0.00 0.04
C 2.836926 -1.581236 3.230521 0.00 0.00 -0.03
C 0.060640 -2.102110 2.544056 0.02 0.03 -0.02
C -3.902498 -1.531922 2.375483 -0.04 0.00 0.00
C -4.188662 -1.817824 0.026604 -0.01 -0.01 -0.01
C 1.184902 -0.310218 -4.384087 -0.06 0.03 0.01
C 1.813495 3.544369 -1.070766 0.06 0.02 -0.05
C -3.089696 -0.771882 -3.270382 0.00 0.00 0.01
C -1.091055 -1.019566 2.245878 0.03 -0.05 0.02
C -2.391580 0.116223 -4.062292 0.00 0.00 -0.01
C -3.213823 -1.083776 3.545789 0.01 0.00 -0.01
C -1.857994 1.260700 -3.483595 0.02 0.00 -0.02
C 4.579771 -1.144954 1.020498 -0.01 0.00 0.02
C 0.570271 -2.074696 3.954710 0.00 0.01 0.00
C -2.719235 0.634787 -1.326224 0.02 0.00 -0.01
C -3.312832 -1.593835 1.144677 0.01 0.04 -0.03
C 4.170776 -1.317314 3.412962 0.00 0.00 -0.01
C 1.316182 2.521453 -0.282719 0.01 -0.04 0.01
C 1.846091 -1.840594 4.261279 0.00 0.01 0.02
C 3.221985 -1.400172 0.768494 0.00 0.00 0.01
C -3.244803 -0.524174 -1.911296 0.02 0.00 0.03
C -2.587149 2.098310 0.549215 0.03 -0.02 0.00
C -1.875493 -1.411154 1.019011 -0.02 0.05 -0.02
C 2.361414 -1.621203 1.892804 0.00 0.01 0.00
H -3.767441 -0.950022 4.463888 0.00 0.00 0.00
H -0.135351 -2.321440 4.737407 0.00 -0.01 -0.01
H -0.538655 -0.104216 1.995215 -0.01 0.01 0.00
H -3.529915 -1.662796 -3.703229 0.00 0.00 0.00
H 2.096112 1.928805 -4.004338 0.01 0.00 0.00
H 0.631079 -3.805789 -1.746151 -0.01 0.03 -0.01
H -1.383421 -0.398220 4.324157 0.00 0.00 0.00
H 0.660157 0.486507 -4.909014 0.01 0.00 -0.01
H -4.960392 -1.758933 2.460610 0.00 0.00 -0.01
H 1.813749 -3.894869 -0.756082 -0.01 -0.02 0.01
H -0.401405 -3.080102 2.354279 -0.01 0.01 -0.01
H 0.803702 -1.273186 -4.711188 0.00 0.00 0.00
H 2.241439 -0.239283 -4.646884 0.01 -0.01 0.02
H -2.958537 2.088456 1.569784 0.00 0.00 0.00
H 2.170759 -1.869824 5.292530 0.00 0.00 0.00
H 2.478802 4.444564 1.379300 0.00 0.00 0.00
H 2.151174 6.115357 0.863936 0.00 0.00 0.00
H -1.582636 2.416764 -1.709682 0.00 0.00 -0.01
H 1.131100 2.654585 0.773234 0.00 0.00 0.00
H 6.082454 -0.900680 2.505879 0.00 0.00 0.00
H -1.322121 1.977547 -4.092530 -0.01 0.00 0.00
H -5.087448 -2.389639 0.236016 -0.01 0.01 0.00
H -4.856217 -1.759563 -1.796902 0.00 -0.01 0.00
H -2.282321 -0.072300 -5.120746 0.00 0.00 0.00
H -3.045499 2.921733 0.001983 -0.01 0.00 0.01
H -1.500011 2.198352 0.544107 0.00 0.00 -0.01
H 2.500606 4.128592 -3.028725 0.00 0.00 0.00
H 0.806147 4.960851 1.003557 0.00 0.00 0.00
```
Forces are in eV/Å.

## Properties
E_HOMO (alpha / beta) (eV): -12.526 / -12.858
Energy above the lowest of the compared OMol25 structures with the same formula, charge and spin (eV): 0.0000
Charge: +2
Spin multiplicity: 2



Number 1: calculated total energy -2195.85090 hartree. Number 2: calculated total energy -3623.60921 hartree. Number 3: calculated total energy -7124.24515 hartree.